A molecular structure, C44H46N3O4PtSb. Source: the Open Molecules 2025 dataset; level of theory: ωB97M-V/def2-TZVPD.

Cartesian coordinates (Å):
Pt: -1.1686 0.2381 0.6296
C: -0.8031 -3.1386 4.9985
O: 0.0341 -3.0476 3.8618
C: 0.8399 -4.0949 3.5781
C: 0.7611 -5.3436 4.1786
C: 1.6661 -6.3397 3.8225
C: 2.6422 -6.1022 2.8731
C: 2.7054 -4.8566 2.2567
C: 1.8159 -3.8556 2.5970
N: 1.9104 -2.5672 2.0111
C: 0.8276 -1.9237 1.4579
N: 0.0790 -2.7019 0.6385
C: -1.1239 -2.3476 -0.0004
C: -2.1607 -1.5755 0.7057
C: -3.4219 -1.4675 -0.0474
C: -3.5501 -1.8932 -1.3206
C: -2.4784 -2.5542 -2.0004
C: -1.3016 -2.7841 -1.3181
O: -0.2171 -3.4440 -1.8499
C: -0.3870 -4.0381 -3.1210
N: 0.5572 -0.6632 1.6222
C: 1.1361 0.1016 2.6586
C: 0.2813 0.6536 3.6128
C: 0.7652 1.4669 4.6213
C: 2.1241 1.7512 4.6945
C: 2.9847 1.2174 3.7506
C: 2.4974 0.4029 2.7381
O: 3.4063 -0.1501 1.8552
C: 3.3135 0.3712 0.5274
H: -1.2859 -2.1697 5.0889
H: -0.2173 -3.3510 5.8968
H: -1.5657 -3.9101 4.8716
H: 0.0123 -5.5420 4.9315
H: 1.5997 -7.3077 4.3017
H: 3.3463 -6.8774 2.6040
H: 3.4520 -4.6464 1.5010
H: 2.6888 -1.9729 2.2601
H: 0.5653 -3.4879 0.2339
H: -4.2416 -0.9771 0.4634
H: -4.4760 -1.7263 -1.8564
H: -2.6096 -2.8788 -3.0207
H: 0.5384 -4.5667 -3.3374
H: -0.5598 -3.2815 -3.8911
H: -1.2201 -4.7450 -3.1201
H: -0.7739 0.4185 3.5310
H: 0.0823 1.8785 5.3527
H: 2.5117 2.3851 5.4808
H: 4.0486 1.4141 3.7795
H: 3.4819 1.4519 0.5375
H: 2.3391 0.1588 0.0889
H: 4.0918 -0.1127 -0.0582
C: -2.7976 -3.3027 2.1844
O: -2.3498 -1.9623 2.0693
H: -3.0977 -3.4523 3.2202
H: -2.0028 -4.0148 1.9329
H: -3.6589 -3.4936 1.5362
C: -0.4370 4.2859 -3.6425
C: -0.2039 5.0063 -2.3419
C: -0.1182 6.3966 -2.3469
C: 0.1188 7.1191 -1.1865
C: 0.2825 6.4555 0.0176
C: 0.2004 5.0703 0.0413
C: -0.0455 4.3407 -1.1201
Sb: -0.1726 2.2195 -0.8384
C: 1.3033 1.3231 -2.1052
C: 1.0712 -0.0305 -2.3614
C: 1.9807 -0.7910 -3.0782
C: 3.1471 -0.2000 -3.5400
C: 3.4014 1.1321 -3.2583
C: 2.5011 1.9103 -2.5306
C: 2.8681 3.3376 -2.2171
C: -1.9172 1.9024 -2.0713
C: -1.8709 1.1449 -3.2374
C: -3.0131 0.9089 -3.9881
C: -4.2252 1.4390 -3.5759
C: -4.2793 2.1975 -2.4170
C: -3.1420 2.4402 -1.6500
C: -3.2645 3.2584 -0.3923
H: -0.1988 4.9363 -4.4839
H: -1.4769 3.9710 -3.7395
H: 0.1760 3.3855 -3.7207
H: -0.2339 6.9218 -3.2881
H: 0.1809 8.1990 -1.2280
H: 0.4730 7.0058 0.9298
H: 0.3225 4.5498 0.9860
H: 0.1787 -0.5073 -1.9630
H: 1.7842 -1.8405 -3.2523
H: 3.8697 -0.7797 -4.1004
H: 4.3292 1.5820 -3.5927
H: 3.9474 3.4750 -2.2804
H: 2.5498 3.6305 -1.2171
H: 2.4007 4.0355 -2.9151
H: -0.9312 0.7358 -3.5846
H: -2.9518 0.3146 -4.8915
H: -5.1254 1.2643 -4.1517
H: -5.2266 2.6118 -2.0910
H: -4.3050 3.5169 -0.1990
H: -2.6942 4.1876 -0.4603
H: -2.8901 2.6955 0.4689

Cartesian forces (eV/Å) of the 6 atoms listed first:
Pt 0.44 0.47 -0.09
C -0.02 -0.02 -0.01
O 0.08 0.02 0.03
C -0.04 -0.01 -0.01
C 0.03 0.00 0.00
C -0.02 0.01 0.01

## Properties
Multiplicity: 3
Expectation value of S²: 2.031
ΔE to the lowest compared entry with this formula, charge and spin (kcal per mole): 0.00
Total charge: 0
Max |F| (hartree/bohr): 0.014
Calculated total energy (eV): -68815.5458